(1)
Formula: C42H42N3OPPdS2
Source: OMol25
Level of theory: ωB97M-V/def2-TZVPD

Cartesian coordinates (Å):
Pd1 0.666 0.764 -0.370
S1 -0.780 -0.963 -0.755
C1 -1.393 -1.375 0.771
N1 -2.497 -2.059 0.926
C2 -2.910 -2.511 2.262
C3 -1.686 -2.864 3.060
N2 -0.772 -1.714 3.069
C4 -0.075 -1.460 4.347
C5 -1.053 -1.001 5.400
C6 -1.260 -1.762 6.543
C7 -2.169 -1.341 7.506
C8 -2.877 -0.164 7.322
C9 -2.674 0.599 6.179
C10 -1.763 0.184 5.221
C11 -0.638 -0.961 2.004
S2 0.294 0.442 1.964
C12 -3.381 -2.463 -0.191
C13 -3.275 -3.943 -0.453
C14 -4.341 -4.780 -0.151
C15 -4.241 -6.148 -0.371
C16 -3.071 -6.681 -0.887
C17 -2.003 -5.846 -1.195
C18 -2.103 -4.481 -0.983
H1 -3.537 -3.391 2.130
H2 -3.494 -1.724 2.746
H3 -1.173 -3.733 2.641
H4 -1.957 -3.074 4.093
H5 0.708 -0.729 4.164
H6 0.392 -2.402 4.640
H7 -0.703 -2.680 6.691
H8 -2.320 -1.933 8.398
H9 -3.584 0.164 8.072
H10 -3.220 1.523 6.041
H11 -1.593 0.792 4.339
H12 -3.115 -1.869 -1.062
H13 -4.394 -2.197 0.114
H14 -5.261 -4.365 0.244
H15 -5.079 -6.793 -0.142
H16 -2.991 -7.746 -1.059
H17 -1.094 -6.262 -1.607
H18 -1.276 -3.832 -1.249
C19 2.420 3.055 2.622
C20 1.244 3.655 1.860
C21 0.876 5.042 2.387
C22 1.492 3.728 0.351
C23 2.661 4.653 -0.033
O1 3.550 3.812 -0.811
C24 3.007 2.614 -0.888
N3 1.900 2.431 -0.258
C25 3.732 1.649 -1.736
C26 5.118 1.705 -1.770
C27 5.820 0.871 -2.629
C28 5.136 0.019 -3.479
C29 3.746 -0.023 -3.466
C30 3.032 0.776 -2.581
P1 1.219 0.830 -2.564
C31 0.749 2.372 -3.350
C32 -0.300 3.128 -2.831
C33 -0.672 4.311 -3.453
C34 0.003 4.735 -4.589
C35 1.048 3.981 -5.110
C36 1.423 2.799 -4.495
C37 0.637 -0.542 -3.576
C38 -0.219 -0.322 -4.646
C39 -0.703 -1.401 -5.377
C40 -0.328 -2.690 -5.039
C41 0.523 -2.915 -3.959
C42 0.999 -1.846 -3.223
H19 2.174 2.965 3.680
H20 3.310 3.685 2.557
H21 2.684 2.062 2.253
H22 0.366 3.020 2.006
H23 1.711 5.742 2.320
H24 0.596 4.981 3.438
H25 0.032 5.469 1.842
H26 0.569 4.047 -0.138
H27 3.222 5.018 0.823
H28 2.372 5.489 -0.665
H29 5.641 2.401 -1.130
H30 6.901 0.902 -2.644
H31 5.682 -0.612 -4.168
H32 3.225 -0.677 -4.151
H33 -0.830 2.785 -1.948
H34 -1.489 4.897 -3.055
H35 -0.286 5.658 -5.073
H36 1.570 4.316 -5.996
H37 2.241 2.215 -4.900
H38 -0.506 0.686 -4.921
H39 -1.370 -1.227 -6.211
H40 -0.692 -3.527 -5.620
H41 0.814 -3.923 -3.696
H42 1.646 -2.023 -2.370

Its charge is +2. As for the HOMO energy: -13.704 eV. The largest force on an atom is 0.17 eV/Å. The HOMO-LUMO gap is 0.26921 hartree.

=====

(2)
Formula: C2H3O3S2
Source: OMol25
Level of theory: ωB97M-V/def2-TZVPD

Cartesian coordinates (Å):
C1 -1.798 -0.158 0.001
C2 -0.967 -0.650 -0.806
O1 1.079 1.041 1.404
O2 1.612 -1.270 0.359
O3 1.218 0.776 -1.058
S1 -2.590 0.455 1.200
S2 1.877 0.167 0.132
H1 -0.187 -1.225 -0.269
H2 0.434 1.524 0.874
H3 -0.678 -0.660 -1.837

Its charge is -1. As for the HOMO energy: -3.919 eV. The largest force on an atom is 2.54 eV/Å. The HOMO-LUMO gap is 0.26533 hartree.

=====

(3)
Formula: C21H25ClN2O5S
Source: OMol25
Level of theory: ωB97M-V/def2-TZVPD

Cartesian coordinates (Å):
C1 5.138 -2.472 -3.983
C2 3.803 -3.128 -4.318
O1 2.750 -2.190 -4.437
C3 2.201 -1.638 -3.325
C4 1.248 -0.640 -3.557
C5 0.609 -0.014 -2.512
C6 0.893 -0.377 -1.197
C7 1.829 -1.374 -0.962
C8 2.487 -1.993 -2.012
H1 3.210 -2.760 -1.782
H2 2.059 -1.680 0.048
N1 0.192 0.273 -0.154
S1 -1.430 -0.190 -0.050
O2 -2.022 -0.017 -1.339
O3 -2.000 0.507 1.061
C9 -1.295 -1.931 0.334
C10 -1.064 -2.828 -0.692
C11 -0.832 -4.159 -0.390
C12 -0.828 -4.561 0.940
C13 -1.064 -3.658 1.968
C14 -1.295 -2.329 1.658
H3 -1.493 -1.596 2.425
H4 -1.064 -3.993 2.993
Cl1 -0.528 -6.214 1.319
H5 -0.654 -4.878 -1.173
H6 -1.083 -2.478 -1.712
C15 0.830 0.388 1.138
H7 1.895 0.586 0.982
H8 0.729 -0.519 1.748
C16 0.259 1.561 1.947
O4 0.211 1.524 3.157
N2 -0.036 2.637 1.196
H9 -0.108 2.493 0.200
C17 -0.662 3.819 1.738
H10 -0.245 4.699 1.242
H11 -0.418 3.854 2.801
C18 -2.193 3.832 1.542
C19 -2.924 3.015 2.608
H12 -3.862 2.634 2.206
H13 -2.326 2.175 2.946
C20 -3.185 4.062 3.688
H14 -2.304 4.188 4.317
C21 -3.426 5.316 2.847
H15 -4.487 5.406 2.577
H16 -3.112 6.237 3.345
O5 -2.664 5.168 1.659
H17 -4.036 3.821 4.319
H18 -2.416 3.476 0.528
H19 -0.131 0.746 -2.698
H20 1.031 -0.372 -4.579
H21 3.857 -3.595 -5.306
H22 3.551 -3.903 -3.584
H23 5.385 -1.732 -4.740
H24 5.096 -1.973 -3.018
H25 5.921 -3.225 -3.958

As for the HOMO energy: -8.642 eV. The largest force on an atom is 0.91 eV/Å. Its SMILES is CCOc1ccc(N(CC(=O)NC[C@H]2CCCO2)S(=O)(=O)c2ccc(Cl)cc2)cc1. The HOMO-LUMO gap is 0.32774 hartree.

=====

(4)
Formula: C18H23AlI2NO3S2Y
Source: OMol25
Level of theory: ωB97M-V/def2-TZVPD

Cartesian coordinates (Å):
I1 -0.567 -3.808 -1.710
I2 -0.202 -1.878 -4.834
Al1 0.268 0.072 -3.114
Y1 0.182 -1.155 0.002
S1 1.956 -0.987 -1.985
S2 -1.527 -0.334 -1.746
C1 1.281 0.979 0.401
C2 3.795 -0.957 -2.304
C3 -3.340 0.087 -1.568
C4 4.040 -0.616 -3.773
C5 4.405 0.059 -1.356
C6 4.237 -2.381 -1.972
C7 -3.994 0.085 -2.948
C8 -3.399 1.450 -0.902
C9 -3.956 -1.014 -0.710
C10 1.314 1.908 -2.408
C11 -0.029 2.134 -2.250
O1 1.612 2.076 0.585
O2 2.377 2.427 -2.144
O3 -0.807 2.969 -1.861
H1 3.633 0.373 -4.032
H2 3.580 -1.398 -4.398
H3 5.128 -0.604 -3.941
H4 3.983 1.050 -1.542
H5 5.490 0.086 -1.533
H6 4.214 -0.212 -0.308
H7 3.962 -2.663 -0.947
H8 5.322 -2.480 -2.094
H9 3.740 -3.080 -2.655
H10 -5.029 0.441 -2.835
H11 -3.993 -0.939 -3.342
H12 -3.465 0.737 -3.654
H13 -4.450 1.722 -0.723
H14 -2.930 2.212 -1.532
H15 -2.862 1.449 0.055
H16 -5.012 -0.796 -0.509
H17 -3.458 -1.178 0.254
H18 -3.887 -1.958 -1.262
N1 -0.592 -0.361 2.013
C12 -0.820 0.084 3.079
C13 -0.894 0.407 4.445
C14 -2.133 0.637 5.087
C15 -2.154 0.736 6.480
C16 -0.957 0.644 7.211
C17 0.280 0.491 6.564
C18 0.318 0.399 5.174
H19 -3.054 0.723 4.493
H20 -3.109 0.894 6.991
H21 -0.986 0.712 8.301
H22 1.222 0.457 7.124
H23 1.270 0.300 4.631

Its charge is +4. As for the HOMO energy (alpha / beta): -19.265 / -19.265 eV. The largest force on an atom is 6.40 eV/Å. The HOMO-LUMO gap (alpha / beta) is 0.06936 / 0.07401 hartree.

=====

What did we get for calculated total energy? Answer: -3130.4197, -1100.1019, -2159.3170, -2651.0084 a.u., in the order shown.